# C40H33N5OS4Y

C40H33N5OS4Y as an isolated structure (ωB97M-V/def2-TZVPD, the Open Molecules 2025 dataset).

CARTESIAN COORDINATES (ANGSTROEM)
Y  -0.59241  -0.58410  0.07203
C  -1.90373  1.88565  -1.78143
N  -2.37800  1.35850  -0.49826
C  -3.71870  0.76476  -0.63731
C  -4.00606  -0.21510  0.47001
C  -5.19101  -0.18017  1.18705
C  -5.41559  -1.14221  2.16129
C  -4.44609  -2.10194  2.38818
C  -3.28130  -2.05615  1.63936
N  -3.06075  -1.13748  0.69788
C  -2.39590  2.42673  0.49791
C  -1.03952  2.70982  1.10121
C  -0.83507  3.88211  1.81858
C  0.36636  4.06639  2.47790
C  1.33473  3.07466  2.39866
C  1.06258  1.95111  1.64497
N  -0.09735  1.77193  0.99987
C  -1.51057  0.79731  -2.75189
C  -1.04467  1.13086  -4.01480
C  -0.69191  0.11596  -4.88421
C  -0.84546  -1.20048  -4.47498
C  -1.30682  -1.44032  -3.19659
N  -1.61896  -0.46579  -2.33659
H  -2.67248  2.52338  -2.24487
H  -1.03467  2.52287  -1.59401
H  -4.49208  1.54290  -0.67675
H  -3.74541  0.21879  -1.58108
H  -5.92728  0.58366  0.97832
H  -6.33281  -1.13752  2.73373
H  -4.57555  -2.86916  3.13590
H  -2.48219  -2.76965  1.79901
H  -2.81115  3.35444  0.07686
H  -3.06990  2.12641  1.30674
H  -1.61664  4.62806  1.86283
H  0.54461  4.96702  3.04827
H  2.28506  3.16819  2.90279
H  1.79799  1.15832  1.54518
H  -0.94894  2.16830  -4.30040
H  -0.30318  0.34691  -5.86609
H  -0.58655  -2.02611  -5.12030
H  -1.41498  -2.45345  -2.82891
S  1.14690  -3.55811  3.39968
C  1.15707  -4.40685  1.92294
C  0.57678  -3.68721  0.92126
C  0.07947  -2.40160  1.31121
C  0.32818  -2.22161  2.65419
C  -0.13699  -1.10093  3.46618
C  0.23087  -0.93589  4.80592
C  -0.32207  0.08926  5.54077
C  -1.24156  0.93625  4.93169
C  -1.52389  0.72595  3.59795
N  -0.98351  -0.24650  2.86322
H  1.60060  -5.38585  1.86747
H  0.51832  -4.07472  -0.08549
H  0.93801  -1.61747  5.25679
H  -0.05087  0.22437  6.57805
H  -1.72192  1.73654  5.47316
H  -2.22919  1.37146  3.08991
O  0.94827  -0.60918  -1.23789
C  2.28057  -0.54777  -1.63276
C  2.39917  0.55032  -2.68393
C  1.85603  1.79824  -2.58523
C  2.08759  2.60100  -3.73068
C  2.79281  1.93511  -4.68651
S  3.18014  0.34478  -4.19614
C  3.15417  -0.22747  -0.42546
C  3.74615  0.95413  -0.07591
C  4.38707  0.89918  1.19091
C  4.26397  -0.32366  1.77685
S  3.40091  -1.41848  0.79155
C  2.72415  -1.87253  -2.21275
C  3.98636  -2.24120  -2.57355
C  4.05328  -3.56496  -3.07852
C  2.83836  -4.17615  -3.08146
S  1.61288  -3.14782  -2.47769
H  1.31143  2.12591  -1.71103
H  1.75393  3.62146  -3.83650
H  3.11715  2.29703  -5.64536
H  3.75035  1.82406  -0.71227
H  4.92840  1.72174  1.63023
H  4.66058  -0.65080  2.72148
H  4.84406  -1.59617  -2.46030
H  4.96165  -4.03560  -3.41547
H  2.59673  -5.17364  -3.40254

Properties
relative energy (zero: lowest compared OMol25 entry of this formula, charge and spin): 77.3 kJ/mol
net charge: +1
HOMO-LUMO gap: 7.93 eV